[1]
Here is a cluster of 8 separate species, C32H76BBr2NO16 in total from the OMol25 dataset. Energies are from the ωB97M-V functional and the def2-TZVPD basis.

The SMILES is C/C(Br)=C(\Br)BCON=O.COCCOC.COCCOC.COCCOC.COCCOC.COCCOC.COCCOC.COCCOC. The net charge is 0. For the energy relative to the best compared isomer or geometry (same formula, charge and spin), the calculation gives 15.9 kJ/mol. The molecular weight comes out at 901.6 g mol⁻¹. The calculated total energy comes out at -209414.7832 eV. For the lowest unoccupied orbital energy, the calculation gives -0.1904 eV. The value obtained for the HOMO energy is -9.037 eV.

Each line ends with the Löwdin charge.
Geometry (Å):
1 C -1.607 3.198 -3.589  -0.13
2 C -1.831 1.759 -3.253  -0.75
3 Br -3.570 1.217 -2.706  0.85
4 C -0.924 0.789 -3.275  -0.71
5 Br 0.862 1.153 -3.800  0.80
6 B -1.277 -0.678 -2.853  -0.22
7 C -1.238 -0.974 -1.286  -0.18
8 O 0.167 -0.915 -0.955  -0.16
9 N 0.284 -0.392 0.387  -0.02
10 O 0.915 0.581 0.386  0.10
11 H -2.533 3.758 -3.596  0.06
12 H -0.974 3.608 -2.808  0.08
13 H -1.058 3.285 -4.516  0.07
14 H -1.517 -1.529 -3.645  0.09
15 H -1.686 -1.922 -1.010  0.10
16 H -1.744 -0.142 -0.805  0.08
17 C -4.621 6.447 -1.815  -0.10
18 O -4.785 5.428 -2.788  -0.20
19 C -5.943 4.633 -2.580  -0.21
20 C -7.051 5.003 -3.539  -0.20
21 O -7.568 6.296 -3.268  -0.19
22 C -7.104 7.283 -4.170  -0.11
23 H -3.810 7.094 -2.146  0.09
24 H -5.528 7.048 -1.707  0.09
25 H -4.351 6.015 -0.847  0.08
26 H -6.291 4.715 -1.546  0.13
27 H -5.648 3.596 -2.758  0.09
28 H -7.875 4.293 -3.417  0.13
29 H -6.696 4.935 -4.572  0.13
30 H -7.537 7.130 -5.165  0.09
31 H -6.014 7.281 -4.244  0.08
32 H -7.429 8.252 -3.794  0.09
33 C 4.947 -3.099 4.196  -0.10
34 O 4.668 -4.031 3.166  -0.22
35 C 3.449 -4.735 3.369  -0.19
36 C 2.348 -4.202 2.482  -0.20
37 O 1.962 -2.891 2.860  -0.18
38 C 2.481 -1.889 2.005  -0.11
39 H 5.802 -2.502 3.880  0.09
40 H 4.099 -2.434 4.377  0.09
41 H 5.207 -3.619 5.125  0.09
42 H 3.148 -4.698 4.418  0.13
43 H 3.636 -5.782 3.109  0.11
44 H 1.467 -4.843 2.593  0.12
45 H 2.658 -4.229 1.433  0.13
46 H 2.003 -1.944 1.027  0.06
47 H 3.564 -1.985 1.885  0.09
48 H 2.262 -0.922 2.454  0.09
49 C 4.301 5.283 -4.110  -0.11
50 O 3.950 6.655 -4.116  -0.19
51 C 2.719 6.914 -4.774  -0.21
52 C 1.603 7.158 -3.786  -0.21
53 O 1.281 5.979 -3.064  -0.20
54 C 1.800 5.973 -1.746  -0.11
55 H 5.163 5.167 -3.455  0.09
56 H 3.485 4.661 -3.733  0.08
57 H 4.577 4.951 -5.116  0.09
58 H 2.458 6.091 -5.446  0.13
59 H 2.858 7.815 -5.379  0.13
60 H 0.704 7.456 -4.335  0.13
61 H 1.867 7.971 -3.103  0.13
62 H 1.272 6.703 -1.122  0.09
63 H 2.871 6.191 -1.735  0.09
64 H 1.639 4.979 -1.333  0.09
65 C 1.415 -10.758 5.509  -0.11
66 O 1.858 -10.534 4.183  -0.19
67 C 1.195 -9.453 3.547  -0.20
68 C 2.065 -8.218 3.501  -0.21
69 O 2.274 -7.677 4.797  -0.20
70 C 3.556 -7.979 5.319  -0.11
71 H 2.083 -11.490 5.960  0.09
72 H 1.443 -9.841 6.104  0.08
73 H 0.398 -11.163 5.512  0.09
74 H 0.247 -9.231 4.045  0.13
75 H 0.974 -9.767 2.522  0.13
76 H 1.554 -7.451 2.908  0.12
77 H 3.019 -8.441 3.015  0.13
78 H 4.333 -7.429 4.777  0.08
79 H 3.768 -9.050 5.271  0.09
80 H 3.570 -7.663 6.361  0.09
81 C -4.668 5.065 4.552  -0.11
82 O -3.295 5.407 4.599  -0.19
83 C -2.580 5.016 3.437  -0.21
84 C -2.314 6.191 2.526  -0.20
85 O -3.514 6.685 1.947  -0.20
86 C -3.974 7.877 2.558  -0.11
87 H -5.155 5.541 5.401  0.09
88 H -5.139 5.418 3.631  0.08
89 H -4.798 3.981 4.635  0.09
90 H -3.116 4.230 2.898  0.13
91 H -1.622 4.604 3.770  0.13
92 H -1.671 5.860 1.703  0.12
93 H -1.790 6.983 3.067  0.13
94 H -3.309 8.714 2.318  0.09
95 H -4.048 7.771 3.643  0.08
96 H -4.963 8.092 2.157  0.09
97 C 10.859 -3.798 2.819  -0.11
98 O 10.230 -2.724 2.146  -0.19
99 C 10.067 -2.954 0.755  -0.21
100 C 8.643 -3.333 0.416  -0.21
101 O 8.302 -4.605 0.938  -0.19
102 C 7.500 -4.528 2.110  -0.10
103 H 10.796 -3.600 3.888  0.09
104 H 10.366 -4.749 2.606  0.08
105 H 11.916 -3.863 2.536  0.09
106 H 10.758 -3.727 0.406  0.12
107 H 10.317 -2.020 0.241  0.12
108 H 8.544 -3.392 -0.673  0.12
109 H 7.951 -2.566 0.778  0.13
110 H 6.503 -4.168 1.869  0.07
111 H 7.957 -3.879 2.862  0.08
112 H 7.417 -5.534 2.520  0.09
113 C -5.057 -2.241 -4.710  -0.11
114 O -5.203 -2.685 -3.372  -0.20
115 C -6.217 -1.993 -2.660  -0.21
116 C -7.471 -2.823 -2.523  -0.21
117 O -8.112 -3.011 -3.774  -0.19
118 C -7.894 -4.296 -4.327  -0.11
119 H -4.379 -2.928 -5.213  0.09
120 H -6.014 -2.238 -5.238  0.09
121 H -4.622 -1.236 -4.736  0.07
122 H -6.441 -1.035 -3.139  0.12
123 H -5.821 -1.786 -1.659  0.12
124 H -8.177 -2.292 -1.876  0.13
125 H -7.241 -3.785 -2.055  0.13
126 H -8.424 -5.059 -3.747  0.09
127 H -6.830 -4.542 -4.366  0.08
128 H -8.291 -4.290 -5.341  0.09

[2]
Here is a cluster of 6 separate species, C32H76BIO in total in a non-equilibrium geometry from the OMol25 dataset. Energies are from the ωB97M-V functional and the def2-TZVPD basis.

The SMILES is CCCCCC.CCCCCC.CCCCCC.CCCCCC.CCCCCC.CCOBI. The net charge is 0. For the energy relative to the best compared isomer or geometry (same formula, charge and spin), the calculation gives 21.8 kJ/mol. The molecular weight comes out at 614.7 g mol⁻¹. The calculated total energy comes out at -45243.4185 eV. For the lowest unoccupied orbital energy, the calculation gives 0.2665 eV. The value obtained for the HOMO energy is -9.693 eV.

Each line ends with the Löwdin charge.
Geometry (Å):
1 C 1.177 2.194 -1.173  -0.11
2 C 0.007 1.217 -1.200  -0.26
3 C 0.329 -0.093 -1.917  -0.23
4 C 0.679 0.049 -3.400  -0.23
5 C -0.391 0.723 -4.259  -0.27
6 C -1.705 -0.048 -4.296  -0.11
7 H 1.469 2.503 -2.179  0.07
8 H 0.903 3.094 -0.619  0.05
9 H 2.046 1.749 -0.683  0.07
10 H -0.863 1.698 -1.655  0.10
11 H -0.276 0.985 -0.169  0.11
12 H -0.521 -0.773 -1.806  0.09
13 H 1.169 -0.579 -1.409  0.11
14 H 0.881 -0.949 -3.804  0.11
15 H 1.615 0.607 -3.503  0.10
16 H -0.009 0.811 -5.280  0.11
17 H -0.573 1.744 -3.911  0.10
18 H -1.550 -1.061 -4.677  0.07
19 H -2.422 0.453 -4.949  0.07
20 H -2.158 -0.121 -3.304  0.06
21 C 6.737 6.864 -1.551  -0.11
22 C 7.023 5.660 -0.661  -0.27
23 C 6.627 4.328 -1.297  -0.23
24 C 5.136 4.171 -1.600  -0.22
25 C 4.208 4.330 -0.396  -0.27
26 C 4.439 3.282 0.686  -0.11
27 H 5.671 6.971 -1.757  0.06
28 H 7.071 7.783 -1.065  0.07
29 H 7.264 6.778 -2.504  0.07
30 H 6.520 5.787 0.302  0.10
31 H 8.095 5.633 -0.444  0.10
32 H 6.954 3.514 -0.643  0.10
33 H 7.184 4.202 -2.231  0.11
34 H 4.976 3.182 -2.044  0.11
35 H 4.842 4.894 -2.368  0.10
36 H 3.174 4.248 -0.744  0.08
37 H 4.308 5.331 0.034  0.10
38 H 4.305 2.274 0.287  0.07
39 H 3.726 3.421 1.502  0.07
40 H 5.442 3.352 1.109  0.07
41 C -5.086 -5.518 4.733  -0.11
42 C -5.767 -4.582 3.741  -0.27
43 C -6.057 -5.238 2.391  -0.22
44 C -4.822 -5.702 1.618  -0.22
45 C -3.794 -4.612 1.323  -0.27
46 C -4.335 -3.493 0.440  -0.10
47 H -4.107 -5.844 4.376  0.06
48 H -4.935 -5.013 5.689  0.07
49 H -5.697 -6.405 4.916  0.08
50 H -5.158 -3.684 3.606  0.10
51 H -6.715 -4.247 4.172  0.10
52 H -6.631 -4.538 1.776  0.10
53 H -6.711 -6.102 2.548  0.11
54 H -5.152 -6.145 0.672  0.10
55 H -4.329 -6.510 2.170  0.10
56 H -2.940 -5.071 0.817  0.09
57 H -3.406 -4.190 2.255  0.10
58 H -4.689 -3.892 -0.512  0.04
59 H -3.549 -2.763 0.231  0.07
60 H -5.160 -2.962 0.918  0.07
61 C 1.298 -6.210 6.047  -0.11
62 C 1.849 -5.769 4.696  -0.27
63 C 1.146 -4.537 4.128  -0.23
64 C -0.346 -4.716 3.837  -0.23
65 C -0.687 -5.850 2.871  -0.27
66 C -0.098 -5.657 1.479  -0.11
67 H 0.249 -6.506 5.980  0.06
68 H 1.857 -7.069 6.424  0.07
69 H 1.382 -5.408 6.784  0.07
70 H 1.793 -6.601 3.988  0.10
71 H 2.911 -5.537 4.812  0.10
72 H 1.662 -4.228 3.214  0.10
73 H 1.262 -3.706 4.832  0.11
74 H -0.733 -3.775 3.430  0.11
75 H -0.883 -4.879 4.776  0.10
76 H -1.776 -5.911 2.783  0.08
77 H -0.360 -6.811 3.279  0.10
78 H -0.444 -4.719 1.036  0.07
79 H -0.402 -6.473 0.821  0.07
80 H 0.994 -5.642 1.501  0.07
81 C -1.300 5.713 -2.176  -0.11
82 C 0.162 6.119 -2.032  -0.26
83 C 0.621 6.224 -0.578  -0.23
84 C -0.098 7.283 0.261  -0.23
85 C -0.014 8.708 -0.285  -0.27
86 C 1.411 9.246 -0.353  -0.11
87 H -1.970 6.453 -1.736  0.07
88 H -1.565 5.617 -3.231  0.07
89 H -1.487 4.750 -1.694  0.07
90 H 0.336 7.062 -2.557  0.10
91 H 0.782 5.370 -2.536  0.10
92 H 1.698 6.417 -0.563  0.09
93 H 0.485 5.251 -0.093  0.09
94 H 0.321 7.264 1.272  0.11
95 H -1.152 7.009 0.369  0.10
96 H -0.602 9.361 0.366  0.10
97 H -0.476 8.766 -1.274  0.10
98 H 1.880 9.234 0.634  0.07
99 H 1.411 10.276 -0.714  0.07
100 H 2.032 8.660 -1.033  0.06
101 C -0.865 -4.752 -3.465  -0.05
102 C -2.228 -4.080 -3.065  -0.26
103 O -3.148 -4.396 -4.113  -0.14
104 B -4.470 -4.126 -3.745  -0.75
105 I -5.732 -5.797 -3.091  0.74
106 H -0.817 -4.836 -4.565  0.08
107 H -0.895 -5.776 -3.057  0.08
108 H -0.009 -4.168 -3.099  0.07
109 H -2.505 -4.526 -2.095  0.11
110 H -2.031 -2.994 -2.971  0.11
111 H -4.916 -3.031 -3.802  0.03